Record 1
This record from the Open Molecules 2025 dataset describes an isolated molecule of C3H8N2O. The level of theory is ωB97M-V/def2-TZVPD.

Properties
molar mass	88.11	g/mol
SMILES	CNC(=O)NC
calculated total energy	-303.87705	a.u.
HOMO energy	-9.50	eV

The geometry in ORCA input format:
```
! wB97M-V def2-TZVPD RIJCOSX def2/J DEFGRID3
* xyz 0 1
C 1.885 0.835 -1.266
N 0.964 0.857 -0.149
C -0.033 -0.092 -0.102
O -0.304 -0.821 -1.044
N -0.745 -0.177 1.072
C -1.953 -1.041 0.949
H 2.620 0.025 -1.193
H 2.409 1.792 -1.314
H 1.318 0.701 -2.187
H 1.361 1.125 0.738
H -0.713 0.662 1.662
H -2.369 -1.104 1.939
H -2.751 -0.708 0.268
H -1.689 -2.054 0.627
*
```

=====

Record 2
This record from the Open Molecules 2025 dataset describes an isolated molecule of C4H5NOS. The level of theory is ωB97M-V/def2-TZVPD.

Properties
molar mass	115.16	g/mol
SMILES	[H]/N=C\S/C=C\C=O
calculated total energy	-683.50281	a.u.
HOMO energy	-9.42	eV

The geometry in ORCA input format:
```
! wB97M-V def2-TZVPD RIJCOSX def2/J DEFGRID3
* xyz 0 1
H -0.688 1.273 -0.997
N -1.570 1.616 -0.569
C -2.160 0.817 0.163
S -1.794 -0.839 0.724
C -0.189 -1.356 0.220
C 0.998 -0.753 0.527
C 1.250 0.551 1.045
O 0.521 1.467 1.336
H -3.218 1.264 0.394
H -0.365 -2.333 -0.421
H 1.971 -1.222 0.410
H 2.241 0.646 1.347
*
```

=====

Record 3
This record from the Open Molecules 2025 dataset describes a structure of composition C40H41AsClIN2O2PPd. The level of theory is ωB97M-V/def2-TZVPD.

Properties
molar mass	956.45	g/mol
calculated total energy	-5271.53922	a.u.
HOMO energy (spin up / spin down)	-10.09 / -10.09	eV

The geometry in ORCA input format:
```
! wB97M-V def2-TZVPD RIJCOSX def2/J DEFGRID3
* xyz 1 1
Pd 0.039 0.465 0.116
Cl 0.193 -0.114 2.519
C -1.143 -1.268 2.807
C -1.606 -1.331 4.104
C -2.637 -2.218 4.391
C -3.166 -3.012 3.386
C -2.666 -2.931 2.093
C -1.631 -2.054 1.770
P -1.004 -1.843 0.070
C -2.068 -2.888 -0.973
C -1.650 -4.134 -1.438
C -2.498 -4.916 -2.211
C -3.771 -4.467 -2.525
C -4.196 -3.226 -2.069
C -3.348 -2.441 -1.305
C 0.580 -2.739 0.034
C 1.055 -3.528 1.074
C 2.287 -4.164 0.964
C 3.033 -4.032 -0.197
C 2.555 -3.253 -1.246
C 1.341 -2.598 -1.128
H -1.179 -0.700 4.872
H -3.020 -2.281 5.400
H -3.969 -3.701 3.606
H -3.081 -3.561 1.317
H -0.661 -4.503 -1.203
H -2.157 -5.880 -2.565
H -4.430 -5.078 -3.127
H -5.185 -2.862 -2.316
H -3.696 -1.471 -0.972
H 0.469 -3.653 1.977
H 2.653 -4.774 1.780
H 3.982 -4.544 -0.290
H 3.130 -3.150 -2.157
H 0.990 -1.971 -1.943
I 3.723 6.767 -1.564
C 2.732 4.972 -1.855
C 2.556 4.486 -3.145
C 1.922 3.270 -3.341
C 1.436 2.540 -2.260
C 1.611 3.052 -0.977
C 2.263 4.256 -0.761
C 0.781 1.223 -2.552
O 1.036 0.617 -3.562
O -0.193 0.745 -1.745
H 2.919 5.052 -3.992
H 1.798 2.873 -4.340
H 1.251 2.453 -0.151
H 2.406 4.633 0.243
C -1.731 3.725 -0.639
As -1.731 2.143 0.450
C -2.097 2.770 2.231
C -3.372 1.249 -0.100
C -4.626 1.885 0.421
C -5.126 1.540 1.675
C -6.278 2.137 2.163
C -6.948 3.086 1.402
C -6.463 3.430 0.149
C -5.310 2.830 -0.338
H -2.719 4.179 -0.568
H -1.510 3.442 -1.667
H -0.972 4.420 -0.286
H -3.045 3.306 2.229
H -1.293 3.436 2.541
H -2.154 1.929 2.919
H -3.272 0.220 0.247
H -3.331 1.237 -1.190
H -4.614 0.791 2.270
H -6.659 1.857 3.137
H -7.849 3.549 1.781
H -6.987 4.158 -0.455
H -4.943 3.091 -1.325
N 2.263 0.082 0.167
C 3.381 0.323 -0.010
N 4.646 0.561 -0.224
C 5.554 0.935 0.872
C 6.449 -0.243 1.224
C 7.166 -0.776 -0.016
C 6.169 -1.137 -1.117
C 5.284 0.052 -1.453
H 4.957 1.275 1.716
H 6.146 1.782 0.517
H 5.834 -1.036 1.661
H 7.166 0.068 1.985
H 7.764 -1.648 0.247
H 7.863 -0.017 -0.390
H 5.536 -1.965 -0.783
H 6.687 -1.465 -2.020
H 4.503 -0.189 -2.172
H 5.876 0.875 -1.864
*
```

=====

Record 4
This record from the Open Molecules 2025 dataset describes a structure of composition C10H13Cl2GeIrS5Sb. The level of theory is ωB97M-V/def2-TZVPD.

Properties
molar mass	751.04	g/mol
calculated total energy	-5721.78819	a.u.
HOMO energy (spin up / spin down)	-1.40 / -1.45	eV
expectation value of S²	0.757

The geometry in ORCA input format:
```
! wB97M-V def2-TZVPD RIJCOSX def2/J DEFGRID3
* xyz -2 2
Ir 1.193 0.653 -1.054
Cl 1.583 -1.485 0.244
C 2.269 -0.981 1.765
C 2.650 -1.984 2.640
C 3.192 -1.653 3.869
C 3.332 -0.313 4.201
C 2.939 0.666 3.307
Cl 3.138 2.323 3.809
C 2.400 0.388 2.032
S 1.914 1.652 0.940
H 2.515 -3.017 2.348
H 3.502 -2.427 4.559
H 3.745 -0.015 5.155
S 0.625 2.285 -6.517
Sb 0.030 2.295 -4.317
S 1.875 1.825 -2.789
S -0.857 0.035 -3.906
S -1.262 4.003 -3.533
C -2.850 1.578 -1.067
Ge -1.973 -0.161 -1.070
C -1.709 -0.685 0.827
C -3.267 -1.502 -1.760
C -0.335 -0.274 -2.162
H -3.775 1.521 -0.485
H -3.069 1.898 -2.085
H -2.191 2.332 -0.636
H -2.664 -0.593 1.354
H -0.980 -0.037 1.320
H -1.369 -1.720 0.910
H -4.225 -1.435 -1.236
H -2.873 -2.514 -1.633
H -3.434 -1.322 -2.823
H -0.069 -1.339 -2.207
*
```

=====

Record 5
This record from the Open Molecules 2025 dataset describes a cluster of 7 separate species, H16NO6 in total. The level of theory is ωB97M-V/def2-TZVPD.

Properties
molar mass	126.13	g/mol
calculated total energy	-515.48139	a.u.
HOMO energy	-14.88	eV

The geometry in ORCA input format:
```
! wB97M-V def2-TZVPD RIJCOSX def2/J DEFGRID3
* xyz 1 1
N -0.554 0.292 -0.333
H -1.350 -0.310 -0.416
H -0.418 0.562 0.673
H -0.957 1.199 -0.669
H 0.244 -0.096 -0.886
O 1.297 -1.971 -2.226
H 1.797 -1.579 -1.396
H 1.743 -2.919 -2.426
O 1.589 -0.694 2.664
H 1.650 0.076 3.180
H 0.709 -0.825 2.802
O 1.436 2.734 0.489
H 2.167 2.549 1.265
H 1.932 2.867 -0.317
O -1.522 -0.087 3.571
H -2.247 -0.236 3.043
H -1.174 0.777 3.394
O 0.326 1.869 -2.857
H 0.469 2.864 -2.716
H -0.573 1.674 -3.114
O -1.988 -2.624 -1.046
H -2.969 -3.053 -0.845
H -1.618 -3.076 -1.843
*
```

=====

Record 6
This record from the Open Molecules 2025 dataset describes a cluster of 2 separate species, C6H12Cl2NO2S in total. The level of theory is ωB97M-V/def2-TZVPD.

Properties
molar mass	233.14	g/mol
calculated total energy	-1759.58786	a.u.
HOMO energy (spin up / spin down)	-4.87 / -4.00	eV

The geometry in ORCA input format:
```
! wB97M-V def2-TZVPD RIJCOSX def2/J DEFGRID3
* xyz -1 1
C 2.405 0.031 2.379
C -3.635 -0.711 -1.507
C 2.532 0.928 1.151
C -2.214 -0.649 -0.917
C 1.210 0.977 0.414
C -1.648 0.717 -0.958
N 0.714 -0.063 -0.173
O 1.704 -2.342 0.366
O 0.829 -1.931 -1.884
S 1.628 -1.401 -0.773
Cl 1.693 2.479 -1.039
Cl -2.017 1.816 0.254
H 3.341 0.022 2.936
H 2.170 -0.984 2.066
H 1.613 0.391 3.034
H -4.306 -0.042 -0.971
H -4.019 -1.726 -1.434
H -3.617 -0.422 -2.555
H 2.818 1.942 1.440
H 3.290 0.529 0.474
H -1.556 -1.296 -1.496
H -2.240 -1.010 0.111
H 0.468 1.616 0.905
H -1.164 1.130 -1.822
*
```

=====

Record 7
This record from the Open Molecules 2025 dataset describes a structure of composition C3H6FN2S. The level of theory is ωB97M-V/def2-TZVPD.

Properties
molar mass	121.16	g/mol
calculated total energy	-725.13363	a.u.
HOMO energy	-13.82	eV

The geometry in ORCA input format:
```
! wB97M-V def2-TZVPD RIJCOSX def2/J DEFGRID3
* xyz 1 1
C 0.815 0.734 -0.677
C -1.112 0.618 -1.050
C 1.071 0.218 0.670
N -1.789 -0.116 -0.276
N 0.415 -1.151 0.831
F -1.562 1.558 -1.858
S 1.797 1.171 -1.812
H 0.605 0.823 1.474
H 2.144 0.287 0.867
H -2.801 -0.127 -0.398
H -1.009 -0.708 0.241
H 0.630 -1.483 1.793
H 0.795 -1.824 0.195
*
```

=====

Record 8
This record from the Open Molecules 2025 dataset describes a cluster of 2 separate species, C6H13N2O2 in total. The level of theory is ωB97M-V/def2-TZVPD.

Properties
molar mass	145.18	g/mol
calculated total energy	-496.02167	a.u.
HOMO energy	-12.14	eV

The geometry in ORCA input format:
```
! wB97M-V def2-TZVPD RIJCOSX def2/J DEFGRID3
* xyz 1 1
C 1.750 0.620 -1.046
C 0.652 0.672 1.157
C -0.135 1.935 -0.622
C 1.617 -0.995 -1.020
C 0.696 -0.915 1.246
C -2.237 -0.362 0.081
N 0.822 1.219 -0.239
N 0.634 -1.447 -0.091
O -2.917 -0.865 -0.914
O -2.873 0.011 1.117
H 2.730 0.852 -0.699
H 1.613 1.045 -2.048
H -0.228 0.954 1.650
H 1.550 0.836 1.763
H -0.818 2.301 0.047
H -0.266 1.997 -1.712
H 1.428 -1.425 -1.998
H 2.607 -1.400 -0.601
H 1.655 -1.233 1.802
H -0.211 -1.477 1.829
H -0.409 -1.310 -0.335
H -3.838 -0.910 -0.625
H -3.822 -0.103 1.258
*
```

=====

Record 9
This record from the Open Molecules 2025 dataset describes the ion C2H8N3 with charge +1. The level of theory is ωB97M-V/def2-TZVPD.

Properties
molar mass	74.11	g/mol
SMILES	CNC(N)=[NH2+]
calculated total energy	-245.04786	a.u.
HOMO energy	-15.02	eV

The geometry in ORCA input format:
```
! wB97M-V def2-TZVPD RIJCOSX def2/J DEFGRID3
* xyz 1 1
C 1.617 0.259 -0.854
N 0.735 -0.283 0.151
C -0.536 -0.070 0.411
N -1.194 -0.881 1.256
N -1.241 0.851 -0.281
H 2.663 -0.048 -0.776
H 1.357 -0.006 -1.944
H 1.716 1.358 -0.866
H 1.102 -0.997 0.769
H -0.889 -1.413 2.095
H -2.200 -0.864 1.154
H -2.202 0.840 0.032
H -0.926 1.254 -1.147
*
```

=====

Record 10
This record from the Open Molecules 2025 dataset describes a structure of composition C30H74AsCuF6N2O18P4. The level of theory is ωB97M-V/def2-TZVPD.

Properties
molar mass	1127.27	g/mol
calculated total energy	-8492.32098	a.u.
HOMO energy	-8.94	eV

The geometry in ORCA input format:
```
! wB97M-V def2-TZVPD RIJCOSX def2/J DEFGRID3
* xyz 0 1
Cu -6.062 2.105 -1.886
As -2.298 -0.981 1.655
F -1.140 0.297 2.109
F -2.376 -1.474 3.431
F -3.372 -2.328 1.176
F -2.148 -0.286 0.016
F -1.036 -2.230 1.292
F -3.678 0.182 1.955
C -2.943 -9.449 1.808
O -3.904 -9.974 1.216
N -1.736 -10.042 1.927
C -1.488 -11.235 1.151
C -0.533 -9.241 2.408
H -3.013 -8.458 2.282
H -2.453 -11.634 0.836
H -0.855 -11.985 1.625
H -0.937 -11.097 0.221
H 0.163 -9.842 2.994
H 0.170 -8.852 1.672
H -0.879 -8.465 3.090
C -5.218 -2.087 9.950
O -6.299 -1.511 10.129
N -4.988 -3.402 10.298
C -3.743 -4.057 10.018
C -5.913 -4.301 10.991
H -4.324 -1.639 9.489
H -3.732 -5.115 9.758
H -3.051 -3.959 10.854
H -3.248 -3.516 9.212
H -6.742 -3.678 11.327
H -6.223 -5.078 10.292
H -5.484 -4.724 11.900
C -1.363 -5.274 -11.629
C -2.248 -4.190 -11.046
O -1.532 -3.528 -10.009
P -1.948 -3.436 -8.367
O -2.734 -2.260 -7.912
O -2.713 -4.869 -8.144
C -3.438 -5.037 -6.878
C -2.801 -6.233 -6.111
O -0.505 -3.761 -7.591
C 0.584 -2.819 -7.560
C 0.751 -2.459 -6.020
H -0.527 -4.723 -12.060
H -1.031 -5.952 -10.843
H -1.938 -5.878 -12.332
H -2.574 -3.287 -11.562
H -3.205 -4.507 -10.631
H -3.573 -4.093 -6.351
H -4.462 -5.166 -7.228
H -3.194 -6.446 -5.116
H -3.123 -7.096 -6.694
H -1.726 -6.213 -5.932
H 1.414 -3.312 -8.064
H 0.244 -1.984 -8.173
H 0.619 -3.342 -5.395
H 1.702 -1.987 -5.774
H -0.124 -1.893 -5.701
C 6.823 -6.796 1.217
C 7.952 -7.661 1.915
O 7.810 -9.006 1.397
P 8.421 -9.657 0.032
O 7.980 -8.910 -1.168
O 9.979 -9.713 0.204
C 10.908 -9.955 -0.889
C 10.547 -11.115 -1.791
O 7.956 -11.207 0.081
C 8.289 -11.880 1.231
C 9.370 -12.829 0.913
H 5.974 -7.351 1.613
H 6.860 -5.712 1.324
H 6.864 -6.885 0.131
H 8.938 -7.306 1.613
H 7.965 -7.478 2.990
H 10.969 -8.978 -1.368
H 11.876 -10.083 -0.405
H 10.845 -12.068 -1.353
H 9.474 -11.097 -1.984
H 11.121 -11.044 -2.715
H 8.436 -11.294 2.138
H 7.434 -12.501 1.499
H 9.296 -13.702 1.561
H 9.413 -13.209 -0.108
H 10.331 -12.333 1.049
C -7.880 11.124 6.783
C -6.474 11.492 6.316
O -6.599 11.740 4.881
P -5.364 11.967 3.880
O -5.424 11.562 2.424
O -5.050 13.536 4.081
C -5.688 14.567 3.283
C -4.645 14.998 2.305
O -4.284 11.095 4.737
C -3.561 9.954 4.266
C -4.187 8.653 4.527
H -7.911 11.283 7.861
H -8.604 11.867 6.451
H -8.330 10.141 6.645
H -6.246 12.448 6.787
H -5.783 10.674 6.517
H -6.506 14.102 2.733
H -6.036 15.417 3.869
H -3.916 15.607 2.840
H -4.050 14.231 1.807
H -5.063 15.535 1.453
H -3.350 10.123 3.210
H -2.563 9.936 4.703
H -5.068 8.576 3.889
H -3.389 7.933 4.350
H -4.543 8.731 5.555
C 0.543 8.942 -6.069
C 1.412 8.265 -5.153
O 1.935 9.033 -4.025
P 1.061 9.478 -2.673
O -0.404 9.269 -2.812
O 1.799 8.519 -1.537
C 1.600 7.109 -1.377
C 2.901 6.408 -1.052
O 1.623 10.998 -2.409
C 2.865 11.113 -1.607
C 2.452 10.942 -0.123
H 0.250 8.466 -7.006
H -0.475 9.179 -5.763
H 1.064 9.872 -6.294
H 1.007 7.327 -4.773
H 2.225 7.815 -5.722
H 0.731 6.794 -0.800
H 1.475 6.598 -2.332
H 2.990 6.265 0.025
H 3.024 5.421 -1.497
H 3.665 7.098 -1.411
H 3.482 10.355 -2.091
H 3.240 12.124 -1.766
H 1.902 11.848 0.133
H 1.916 10.069 0.250
H 3.327 10.971 0.527
*
```

=====

Record 11
This record from the Open Molecules 2025 dataset describes a cluster of 11 separate species, C8H38NO10 in total. The level of theory is ωB97M-V/def2-TZVPD.

Properties
molar mass	308.39	g/mol
calculated total energy	-1134.63462	a.u.
HOMO energy	-5.26	eV

The geometry in ORCA input format:
```
! wB97M-V def2-TZVPD RIJCOSX def2/J DEFGRID3
* xyz -1 1
N -15.075 11.802 26.730
H -14.899 10.783 26.724
H -14.305 12.298 27.168
H -15.973 11.979 27.171
H -15.076 12.109 25.742
O -15.241 12.209 24.083
H -15.634 12.941 23.583
O -14.299 9.300 26.243
H -14.772 8.522 26.570
C -13.362 14.975 22.761
O -13.073 13.685 23.247
H -13.921 14.963 21.821
H -14.006 15.534 23.447
H -12.444 15.542 22.606
H -13.877 13.191 23.505
C -13.609 14.904 26.333
O -13.195 13.924 27.260
H -12.841 15.215 25.623
H -14.424 14.478 25.748
H -13.972 15.834 26.780
H -12.304 14.088 27.576
C -13.170 11.869 30.192
O -13.761 10.763 30.838
H -13.957 12.506 29.780
H -12.644 12.479 30.931
H -12.414 11.679 29.428
H -14.036 10.138 30.149
C -15.444 7.821 29.049
O -14.404 8.740 29.118
H -14.988 6.927 28.615
H -15.795 7.628 30.063
H -16.257 8.228 28.445
H -14.244 9.081 28.223
C -11.266 10.921 26.118
O -12.090 10.445 27.136
H -10.346 11.353 26.513
H -11.012 10.054 25.499
H -11.756 11.616 25.432
H -12.782 9.906 26.704
C -17.160 13.315 29.089
O -17.559 12.571 27.915
H -16.077 13.412 29.058
H -17.617 14.306 29.096
H -17.503 12.830 30.004
H -18.504 12.716 27.820
C -18.092 9.341 25.281
O -17.693 9.593 23.940
H -19.003 9.846 25.608
H -18.228 8.276 25.483
H -17.296 9.682 25.944
H -18.441 9.909 23.430
C -18.287 13.835 24.408
O -17.010 14.176 24.916
H -18.094 13.271 23.490
H -18.845 13.122 25.022
H -18.895 14.716 24.207
H -16.422 13.401 24.835
*
```

=====

Record 12
This record from the Open Molecules 2025 dataset describes a cluster of 2 separate species, C3H11NOS2 in total. The level of theory is ωB97M-V/def2-TZVPD.

Properties
molar mass	141.26	g/mol
SMILES	CSSCCN.O
calculated total energy	-1047.25820	a.u.
HOMO energy	-8.74	eV

The geometry in ORCA input format:
```
! wB97M-V def2-TZVPD RIJCOSX def2/J DEFGRID3
* xyz 0 1
C -1.693 0.499 -0.699
S -0.213 0.711 0.306
S 1.360 -0.163 -0.678
C 1.322 -1.927 -0.240
C 0.129 -2.732 -0.739
N -1.096 -2.485 0.012
H -2.449 0.087 -0.050
H -2.041 1.395 -1.193
H -1.492 -0.273 -1.445
H 1.506 -2.107 0.821
H 2.208 -2.245 -0.798
H 0.413 -3.779 -0.684
H 0.002 -2.503 -1.786
H -1.545 -3.357 0.245
H -0.880 -2.033 0.890
O -0.843 4.958 2.060
H -0.881 5.397 2.919
H 0.092 4.723 1.961
*
```

=====

Energy relative to the best compared isomer or geometry (same formula, charge and spin) / kJ/mol: 39.6; 276.0; 175.3; 2.4; 386.7; 0.0; 91.6; 483.4; 51.8; 826.5; 68.2; 24.1
Maximum force / eV Å⁻¹: 1.0; 2.8; 1.9; 0.7; 4.6; 1.3; 4.7; 5.1; 2.9; 4.5; 1.5; 1.0